A 2-piece molecular cluster, C5H15N2 overall in a non-equilibrium geometry, computed with ωB97M-V/def2-TZVPD.

Geometry (Å):
C  -1.780  -0.766  1.700
C  -0.447  1.242  1.963
N  -0.589  0.019  1.391
H  -1.443  -1.778  1.934
H  -2.468  -0.807  0.847
H  -2.279  -0.329  2.562
H  -1.270  1.660  2.529
H  0.463  1.815  1.864
H  0.016  -0.338  0.551
C  -0.789  0.574  -2.183
C  0.631  0.469  -1.697
N  0.796  -0.644  -0.742
C  2.184  -0.766  -0.264
H  -1.003  1.383  -2.880
H  -1.466  0.727  -1.340
H  -1.069  -0.343  -2.715
H  0.911  1.375  -1.147
H  1.345  0.388  -2.523
H  0.633  -1.487  -1.288
H  2.313  -1.804  0.058
H  2.942  -0.677  -1.046
H  2.384  -0.108  0.578

The LUMO energy (alpha / beta) comes out at 0.93 / 0.91 eV. The value obtained for the relative energy (zero: lowest compared OMol25 entry of this formula, charge and spin) is 0.764 eV. As for the orbital gap (alpha / beta): 5.84 / 10.03 eV. As for the spin multiplicity: 2.


A 2-piece molecular cluster, ClF3P overall in a non-equilibrium geometry, computed with ωB97M-V/def2-TZVPD.

Geometry (Å):
F  -1.798  -1.178  0.370
F  -1.549  1.094  0.320
F  3.003  -0.414  -0.061
P  -1.229  -0.044  -0.558
Cl  1.572  0.543  -0.072

The LUMO energy (alpha / beta) comes out at -8.05 / -9.76 eV. As for the orbital gap (alpha / beta): 7.02 / 7.53 eV. The total charge is +1. As for the spin multiplicity: 3.


A 2-piece molecular cluster, C28H32NO2 overall in a non-equilibrium geometry, computed with ωB97M-V/def2-TZVPD.

Geometry (Å):
C  -2.534  1.962  -3.365
C  -1.166  1.437  -3.010
C  -0.956  -0.009  -2.990
C  -0.178  2.395  -3.114
N  1.168  2.192  -3.251
C  2.006  3.382  -3.018
C  3.418  2.928  -2.711
O  3.916  2.052  -3.729
C  3.098  0.907  -3.955
C  1.671  1.280  -4.284
H  -3.339  1.231  -3.196
H  -2.762  2.888  -2.806
H  -2.532  2.236  -4.442
H  -1.796  -0.494  -2.478
H  -0.831  -0.492  -3.973
H  -0.039  -0.165  -2.428
H  -0.471  3.461  -3.081
H  2.016  4.027  -3.917
H  1.599  3.948  -2.182
H  4.117  3.775  -2.715
H  3.424  2.430  -1.727
H  3.563  0.402  -4.810
H  3.102  0.242  -3.077
H  1.042  0.397  -4.331
H  1.642  1.777  -5.271
C  -3.703  -5.687  -1.181
C  -2.838  -4.492  -0.923
C  -2.074  -3.971  -1.978
C  -1.248  -2.880  -1.780
C  -1.226  -2.178  -0.528
C  -0.401  -1.023  -0.394
C  -0.281  -0.194  0.753
C  -1.317  -0.038  1.708
C  -1.094  0.641  2.902
C  0.149  1.252  3.111
O  0.371  2.018  4.256
C  0.873  1.413  5.415
C  2.164  1.766  5.825
C  2.716  1.103  6.919
C  1.964  0.169  7.632
C  0.658  -0.119  7.241
C  0.097  0.496  6.125
C  1.162  1.219  2.136
C  0.950  0.488  0.983
C  -1.947  -2.778  0.543
C  -2.770  -3.872  0.341
H  -4.445  -5.816  -0.391
H  -4.226  -5.558  -2.136
H  -3.120  -6.614  -1.258
H  -2.109  -4.459  -2.956
H  -0.569  -2.571  -2.571
H  0.488  -1.015  -1.044
H  -2.281  -0.505  1.545
H  -1.864  0.680  3.673
H  2.718  2.508  5.245
H  3.746  1.335  7.210
H  2.401  -0.329  8.506
H  0.053  -0.841  7.806
H  -0.918  0.268  5.777
H  2.101  1.731  2.333
H  1.770  0.367  0.274
H  -1.777  -2.419  1.561
H  -3.347  -4.283  1.177

The LUMO energy comes out at -5.52 eV. The value obtained for the relative energy (zero: lowest compared OMol25 entry of this formula, charge and spin) is 1.827 eV. As for the orbital gap: 4.29 eV. The total charge is +1.


One molecule with the formula C3H8S in a non-equilibrium geometry, computed with ωB97M-V/def2-TZVPD.

Geometry (Å):
C  1.312  0.560  0.149
C  0.270  0.629  -0.955
S  -0.911  -0.750  -1.095
C  -1.463  -1.027  0.598
H  1.789  1.547  0.252
H  2.204  0.051  -0.137
H  0.943  0.291  1.132
H  0.831  0.496  -1.879
H  -0.262  1.576  -0.998
H  -0.776  -0.541  1.278
H  -2.500  -0.749  0.775
H  -1.435  -2.083  0.878

The LUMO energy comes out at 1.09 eV. The value obtained for the relative energy (zero: lowest compared OMol25 entry of this formula, charge and spin) is 0.410 eV. The SMILES is CCSC. As for the orbital gap: 9.53 eV.


One molecule with the formula C2H4N4 in a non-equilibrium geometry, computed with ωB97M-V/def2-TZVPD.

Geometry (Å):
C  -1.856  -0.007  0.446
C  0.778  0.058  -0.062
N  -2.695  -0.808  0.258
N  1.748  0.829  -0.079
N  0.650  -1.170  -0.472
N  -0.761  0.757  0.561
H  1.807  1.777  0.395
H  1.307  -1.473  -1.332
H  -0.127  -1.750  -0.256
H  -0.851  1.788  0.541

The LUMO energy comes out at 0.37 eV. The value obtained for the relative energy (zero: lowest compared OMol25 entry of this formula, charge and spin) is 2.102 eV. The SMILES is [H]/N=C(/N)NC#N. As for the orbital gap: 9.91 eV.


A 2-piece molecular cluster, C12H13NO2 overall in a non-equilibrium geometry, computed with ωB97M-V/def2-TZVPD.

Geometry (Å):
C  3.552  -0.273  0.798
C  2.961  -1.421  1.217
C  2.947  0.682  -0.042
C  1.659  -1.717  0.799
C  1.635  0.467  -0.367
C  0.980  -0.768  -0.001
C  0.759  1.276  -1.257
C  -0.549  1.039  2.239
C  -1.500  0.308  1.794
C  -0.287  -0.780  -0.756
C  -1.023  -1.964  -1.069
C  -1.488  1.888  -2.636
N  -0.327  0.369  -1.442
O  0.860  2.382  -1.690
O  -1.147  0.572  -2.559
H  4.442  0.082  1.303
H  3.542  -1.936  1.997
H  3.498  1.588  -0.527
H  1.105  -2.653  1.211
H  -0.562  1.758  3.073
H  0.438  0.873  1.893
H  -2.571  0.144  1.954
H  -0.948  -2.152  -2.090
H  -2.103  -1.806  -0.898
H  -0.552  -2.689  -0.397
H  -1.385  2.393  -1.607
H  -2.510  2.134  -3.000
H  -0.779  2.547  -3.317

The LUMO energy (alpha / beta) comes out at -0.48 / 0.03 eV. The value obtained for the relative energy (zero: lowest compared OMol25 entry of this formula, charge and spin) is 8.428 eV. As for the orbital gap (alpha / beta): 8.13 / 6.70 eV.


C15H17MnN4S5 as an isolated structure, computed with ωB97M-V/def2-TZVPD.

Geometry (Å):
Mn  0.373  -1.616  0.589
C  -4.048  0.237  3.334
C  -3.617  -0.937  2.735
C  -2.360  -0.989  2.153
C  -1.548  0.136  2.180
C  -1.968  1.318  2.781
C  -3.225  1.359  3.356
N  -0.269  0.014  1.561
N  0.483  1.009  1.592
C  1.721  0.746  0.980
C  2.686  1.744  0.959
C  3.912  1.468  0.372
C  4.160  0.212  -0.170
C  3.188  -0.789  -0.149
C  1.949  -0.521  0.419
H  -5.027  0.281  3.789
H  -4.253  -1.810  2.721
H  -2.029  -1.913  1.688
H  -1.318  2.180  2.793
H  -3.565  2.270  3.828
H  2.470  2.707  1.402
H  4.681  2.227  0.349
H  5.125  0.003  -0.613
H  3.403  -1.759  -0.579
S  0.847  -3.506  -0.576
S  2.219  -4.586  0.429
S  2.121  -4.080  2.379
S  0.837  -2.557  2.606
C  -2.609  -0.029  -3.505
N  -1.235  0.424  -3.338
C  -0.426  0.023  -2.359
S  -1.055  -1.109  -1.230
N  0.814  0.501  -2.328
C  1.352  1.446  -3.287
H  -3.014  0.456  -4.388
H  -3.209  0.243  -2.638
H  -2.644  -1.109  -3.641
H  -0.865  1.059  -4.026
H  1.412  0.171  -1.585
H  1.335  1.041  -4.301
H  2.387  1.640  -3.021
H  0.810  2.395  -3.259

The LUMO energy (alpha / beta) comes out at -3.92 / -5.09 eV. The value obtained for the relative energy (zero: lowest compared OMol25 entry of this formula, charge and spin) is 0.000 eV. As for the orbital gap (alpha / beta): 6.94 / 6.54 eV. The total charge is +1. As for the spin multiplicity: 4.